Entry 1:
49
Properties=species:S:1:pos:R:3 method="wB97M-V/def2-TZVPD" s2=0.80 multiplicity=2 e_homo_ha="-0.014 / 0.000" total_charge=-2 e_above_lowest_kj_mol=72.2 e_tot_ha=-2036.7854 fmax_ev_per_a=2.0
Hg 0.349 -1.049 -0.387
N -5.121 -0.115 0.182
C -3.737 -0.834 0.360
C -4.021 -2.047 1.271
P -3.381 -1.410 -1.376
O -2.641 -0.211 -2.145
O -4.762 -1.401 -1.981
O -2.547 -2.647 -1.273
P -2.717 0.444 1.368
O -1.850 1.289 0.286
O -3.775 1.415 1.783
O -1.863 -0.345 2.273
H -5.847 -0.635 0.680
H -5.315 -0.266 -0.824
H -5.003 0.860 0.580
H -4.735 -2.705 0.746
H -4.424 -1.695 2.212
H -3.104 -2.632 1.518
H -1.746 -0.040 -1.814
H -0.898 1.043 0.240
C 2.489 -4.810 3.499
C 1.347 -5.291 2.836
C 1.028 -4.745 1.622
N 1.707 -3.721 1.089
C 2.758 -3.248 1.733
C 3.207 -3.781 2.945
H 2.841 -5.333 4.408
H 0.758 -6.113 3.253
H 0.176 -5.061 1.064
H 3.297 -2.448 1.234
H 4.175 -3.439 3.338
C 0.250 2.579 -3.003
C 1.490 3.236 -2.506
C 1.721 4.556 -2.786
C 2.779 5.252 -2.217
C 3.571 4.587 -1.286
C 3.407 3.275 -0.984
C 4.182 2.652 0.125
C 2.403 2.474 -1.651
N 2.282 1.234 -1.394
H -0.105 3.034 -3.924
H -0.589 2.610 -2.315
H 0.419 1.514 -3.247
H 1.035 5.023 -3.496
H 2.981 6.294 -2.487
H 4.384 5.160 -0.812
H 4.865 3.420 0.511
H 4.738 1.751 -0.209
H 3.542 2.318 0.965

---

Entry 2:
42
Properties=species:S:1:pos:R:3 method="wB97M-V/def2-TZVPD" e_homo_ha=-0.437 total_charge=+2 e_tot_ha=-1233.1759 fmax_ev_per_a=1.6
C 3.229 -3.240 0.468
C 2.367 -2.627 1.256
In 1.535 -0.698 0.358
C 0.343 0.311 1.902
C -0.928 -0.427 2.288
N -1.771 0.330 3.232
C 0.466 -1.305 -1.495
C -0.321 -0.211 -2.131
O 0.085 0.447 -3.036
C -1.726 0.042 -1.597
C -1.967 1.184 -0.819
C -3.233 1.423 -0.357
C -4.262 0.529 -0.668
C -4.050 -0.590 -1.437
C -2.733 -0.845 -1.919
C 3.334 0.554 -0.156
C 3.038 2.027 -0.090
C 1.802 2.499 -0.842
I 4.769 2.955 -1.006
H 2.899 -3.889 -0.344
H 4.296 -3.019 0.565
H 2.043 -2.869 2.262
H 0.115 1.337 1.622
H 0.967 0.377 2.791
H -1.525 -0.709 1.416
H -0.676 -1.357 2.796
H -2.506 0.831 2.745
H -1.208 1.042 3.680
H -0.227 -2.114 -1.248
H 1.138 -1.694 -2.254
H -1.170 1.874 -0.601
H -3.412 2.299 0.244
H -5.258 0.728 -0.297
H -4.881 -1.273 -1.672
H -2.446 -1.711 -2.538
H 3.739 0.215 -1.105
H 4.072 0.315 0.607
H 3.055 2.353 0.941
H 1.497 3.464 -0.453
H 2.009 2.597 -1.898
H 0.965 1.816 -0.712
La -3.465 -2.972 -0.500

---

Entry 3:
42
Properties=species:S:1:pos:R:3 method="wB97M-V/def2-TZVPD" e_homo_ha=-0.315 e_above_lowest_kj_mol=1498.8 e_tot_ha=-919.5078 fmax_ev_per_a=17.0
C -3.583 -0.671 -2.545
H -4.511 -0.425 -2.396
H -3.476 -1.348 -3.426
H -3.096 0.186 -3.057
C -2.889 -1.352 -1.528
C -2.947 -0.206 -0.254
C -4.007 -0.177 0.793
C -3.955 0.941 1.491
C -2.970 1.882 1.573
C -1.851 1.770 0.734
C -1.921 1.028 -0.221
N -0.928 0.891 -1.283
C 0.546 0.771 -1.103
O 1.306 1.069 -1.904
N 0.938 1.060 0.166
H 0.242 0.813 1.167
C 2.398 0.832 0.645
C 3.120 1.511 -0.506
O 4.173 1.121 -1.203
O 2.815 2.898 -0.671
H 3.273 3.176 -1.658
H 2.439 1.768 1.591
C 2.823 -0.313 1.025
C 2.275 -0.736 2.544
H 2.758 -1.564 2.446
H 2.721 -0.004 3.080
H 1.263 -1.060 2.390
H 3.960 -0.239 0.937
C 2.299 -1.490 0.035
C 3.132 -2.830 0.133
H 2.879 -3.159 0.961
H 4.141 -2.672 -0.131
H 2.824 -3.421 -0.717
H 1.278 -1.741 -0.016
H 2.554 -1.114 -1.063
H -1.028 0.780 -2.098
H -1.088 2.575 0.585
H -2.927 2.649 2.689
H -4.757 0.993 2.347
H -4.829 -0.651 0.676
H -1.816 -1.554 -1.470
H -3.579 -1.982 -0.759

---

Entry 4:
44
Properties=species:S:1:pos:R:3 method="wB97M-V/def2-TZVPD" smiles="CSc1ccccc1C(=O)[C@H]1CCCN(S(=O)(=O)N(C)C)C1" e_homo_ha=-0.332 e_above_lowest_kj_mol=284.2 e_tot_ha=-1716.3348 fmax_ev_per_a=2.6
O 1.126 0.667 -1.849
O 1.166 2.609 3.366
O -1.094 2.252 4.198
S -1.669 -2.101 -2.560
C 0.747 -0.396 -1.427
C 1.694 -4.141 -3.285
C 2.703 -3.253 -2.893
C 0.399 -3.747 -3.127
C 2.383 -2.015 -2.290
C 0.033 -2.492 -2.616
C 1.044 -1.644 -2.151
N -0.801 3.574 1.907
N -0.363 0.864 2.062
C -1.627 -0.864 -3.931
C -0.294 4.923 2.273
C -2.252 3.399 1.737
C -0.005 -0.269 2.913
C 0.245 0.882 0.724
C -0.184 -1.614 2.163
C 0.519 -1.671 0.799
C 0.045 -0.449 -0.032
S -0.246 2.328 3.023
H 1.925 -5.095 -3.739
H 3.771 -3.506 -2.987
H -0.416 -4.377 -3.517
H 3.142 -1.331 -1.975
H -0.804 -0.121 -3.852
H -1.515 -1.391 -4.876
H -2.528 -0.304 -3.991
H 0.805 4.922 2.157
H -0.586 5.177 3.288
H -0.702 5.690 1.610
H -2.741 3.418 2.680
H -2.613 4.212 1.070
H -2.508 2.428 1.281
H -0.627 -0.258 3.775
H 1.043 -0.176 3.215
H 1.328 1.119 0.777
H -0.260 1.718 0.179
H -1.259 -1.775 2.019
H 0.242 -2.385 2.813
H 0.173 -2.598 0.327
H 1.584 -1.660 0.934
H -1.025 -0.550 -0.191

---

Entry 5:
45
Properties=species:S:1:pos:R:3 method="wB97M-V/def2-TZVPD" smiles="COc1ccc(OC)c(N(CC(=O)N2CCCC2)S(C)(=O)=O)c1" e_homo_ha=-0.302 e_above_lowest_kj_mol=175.3 e_tot_ha=-1468.6515 fmax_ev_per_a=0.9
C -2.667 -3.800 0.385
H -2.083 -3.626 1.293
O -3.607 -2.775 0.170
C -3.151 -1.499 0.029
C -1.812 -1.128 0.030
C -1.445 0.201 -0.124
C -2.419 1.190 -0.285
C -3.758 0.814 -0.272
C -4.119 -0.509 -0.121
H -5.158 -0.797 -0.110
H -4.537 1.552 -0.379
O -1.975 2.471 -0.460
C -2.922 3.512 -0.382
H -2.355 4.440 -0.446
H -3.633 3.471 -1.213
H -3.463 3.483 0.568
N -0.063 0.509 -0.071
S 0.444 1.466 1.210
O -0.635 1.488 2.152
O 1.686 0.903 1.663
C 0.793 3.137 0.619
H -0.091 3.515 0.130
H 1.642 3.088 -0.053
H 1.032 3.715 1.502
C 0.639 0.647 -1.330
H 0.339 1.561 -1.861
C 2.148 0.720 -1.094
O 2.761 1.752 -1.328
N 2.750 -0.398 -0.685
C 2.092 -1.608 -0.228
C 3.237 -2.482 0.280
H 3.676 -3.050 -0.542
C 4.231 -1.445 0.794
C 4.147 -0.366 -0.277
H 4.784 -0.599 -1.138
H 4.393 0.632 0.085
H 3.880 -1.037 1.742
H 5.238 -1.839 0.915
H 2.910 -3.176 1.051
H 1.406 -1.359 0.586
H 1.534 -2.078 -1.044
H 0.396 -0.217 -1.957
H -1.024 -1.850 0.164
H -1.990 -3.911 -0.468
H -3.250 -4.713 0.500

---

Entry 6:
46
Properties=species:S:1:pos:R:3 method="wB97M-V/def2-TZVPD" smiles="COc1ccc(OC)c(N(CC(=O)N2CCOCC2)S(C)(=O)=O)c1" e_homo_ha=-0.301 e_above_lowest_kj_mol=171.7 e_tot_ha=-1543.8749 fmax_ev_per_a=0.9
C 3.356 -1.317 1.909
H 4.222 -1.768 2.390
O 2.944 -0.278 2.765
C 1.809 0.402 2.453
C 1.066 0.206 1.296
C -0.104 0.920 1.072
C -0.541 1.860 2.010
C 0.237 2.090 3.139
C 1.390 1.368 3.365
H 1.982 1.538 4.249
H -0.066 2.826 3.867
O -1.738 2.475 1.760
C -1.997 3.695 2.419
H -2.899 4.096 1.959
H -2.177 3.545 3.488
H -1.173 4.399 2.275
N -0.809 0.708 -0.132
S -1.361 2.003 -1.019
O -0.582 3.152 -0.687
O -1.327 1.554 -2.389
C -3.127 2.265 -0.657
H -3.679 1.853 -1.491
H -3.383 1.780 0.273
H -3.276 3.333 -0.586
C -1.508 -0.538 -0.349
C -0.601 -1.775 -0.349
O -0.755 -2.643 0.491
N 0.348 -1.857 -1.300
C 0.585 -0.953 -2.406
H -0.060 -0.079 -2.370
C 0.365 -1.713 -3.720
O 1.185 -2.858 -3.799
C 0.936 -3.735 -2.725
H 1.615 -4.579 -2.854
C 1.179 -3.045 -1.380
H 0.917 -3.705 -0.552
H 2.232 -2.751 -1.306
H -0.104 -4.095 -2.764
H 0.630 -1.085 -4.570
H -0.694 -2.005 -3.800
H 1.629 -0.622 -2.361
H -2.255 -0.716 0.437
H -2.011 -0.448 -1.314
H 1.380 -0.499 0.548
H 3.649 -0.934 0.926
H 2.572 -2.071 1.789

---

Entry 7:
41
Properties=species:S:1:pos:R:3 method="wB97M-V/def2-TZVPD" e_homo_ha=-0.274 e_above_lowest_kj_mol=1555.8 e_tot_ha=-1167.1486 fmax_ev_per_a=18.8
C 1.766 -5.722 2.179
C 2.470 -5.274 0.809
O 1.537 -4.809 -0.248
C 1.111 -3.616 -0.017
C 0.259 -3.258 -0.818
C -0.490 -2.148 -0.829
C -0.151 -1.224 0.152
C 1.078 -1.435 0.799
C 1.626 -2.737 0.807
H 2.328 -2.856 1.597
H 1.273 -0.806 1.377
N -0.591 0.031 -0.233
C -0.566 1.291 0.832
N -1.588 2.223 0.239
C -2.074 2.316 -0.988
H -2.867 1.285 -1.066
C -1.276 2.622 -1.986
C -0.119 3.411 -1.695
C -0.435 4.785 -1.073
C -0.512 4.357 0.558
C -1.401 3.456 1.031
H -2.613 3.780 0.918
H -1.413 3.206 2.014
H -0.658 5.252 1.117
H 0.746 4.020 0.593
H -1.439 5.142 -1.270
H 0.337 5.524 -0.980
H 0.636 2.876 -1.386
H 0.343 3.676 -2.625
H -0.936 1.660 -2.512
H -1.831 3.059 -3.057
H -2.793 3.109 -0.901
S 0.124 1.329 2.068
H -1.269 0.163 -0.787
H -1.245 -1.890 -1.574
H -0.350 -4.114 -1.819
H 3.481 -4.641 0.885
H 2.666 -6.407 0.433
H 2.581 -6.188 2.803
H 1.338 -5.016 2.526
H 0.918 -6.431 2.129

---

Entry 8:
45
Properties=species:S:1:pos:R:3 method="wB97M-V/def2-TZVPD" e_homo_ha=-0.269 e_above_lowest_kj_mol=1681.5 e_tot_ha=-1427.1583 fmax_ev_per_a=18.5
C 2.154 1.075 -3.547
C 1.320 0.058 -2.793
C 0.603 -1.110 -3.234
C 0.137 -1.723 -2.220
C 0.474 -0.813 -1.240
N 0.378 -1.229 0.053
C -0.219 -2.331 0.198
N -0.989 -3.193 -0.703
C -0.683 -2.955 -1.995
N -1.034 -3.753 -2.839
H -1.050 -3.776 -3.793
H -1.757 -4.649 -2.610
S -0.917 -2.666 1.817
C -0.318 -1.478 2.942
C -1.630 -0.690 3.484
H -2.092 -0.446 2.730
H -1.924 -1.299 4.166
C -1.009 0.513 4.336
C -0.935 1.663 3.594
O -1.584 2.436 3.222
N 0.364 1.794 2.963
H 1.226 0.876 3.187
C 0.879 2.721 2.171
H 2.047 3.005 2.370
H -0.067 3.595 2.290
C 0.738 2.438 0.724
H 1.182 3.416 -0.025
H 1.311 1.429 0.543
C -0.539 2.050 0.157
O -1.515 3.137 0.490
H -1.857 3.034 1.453
H -0.779 1.943 -0.943
H -0.980 1.117 0.743
H -1.918 0.877 4.943
H -0.209 0.304 4.929
H 0.152 -0.927 2.286
H 0.211 -1.729 3.607
O 1.531 -0.025 -1.473
C 0.528 -1.569 -4.819
H -0.457 -1.667 -5.143
H 1.241 -0.778 -5.390
H 1.117 -2.708 -4.999
H 2.832 0.647 -4.443
H 1.467 1.832 -4.220
H 2.569 1.556 -2.966